Computed, not measured: a cluster of 15 separate species, C64H102N15O in total in a non-equilibrium geometry, with ωB97M-V with the def2-TZVPD basis set.

Bonds (Å) are listed after each position.
Element x y z (Å)
1 C -0.589 -1.087 2.224  C2 1.604, H11 1.090, H12 1.090, H13 1.090
2 C -0.838 0.127 1.204  C1 1.604, N3 1.537, H14 1.090, H15 1.090
3 N -1.364 -0.251 -0.190  C2 1.537, C4 1.590, C5 1.578, C7 1.538
4 C -2.655 -1.159 0.009  N3 1.590, H16 1.090, H17 1.090, H18 1.090
5 C -1.761 1.111 -0.879  N3 1.578, C6 1.542, H19 1.090, H20 1.090
6 C -2.313 0.912 -2.305  C5 1.542, H21 1.090, H22 1.090, H23 1.090
7 C -0.390 -0.985 -1.127  N3 1.538, C8 1.544, H24 1.090, H25 1.090
8 C 0.839 -0.171 -1.585  C7 1.544, O9 1.405, H26 1.090, H27 1.090
9 O 1.479 0.588 -0.590  C8 1.405, C10 1.442
10 C 2.721 1.212 -0.974  O9 1.442, H28 1.090, H29 1.090, H30 1.090
11 H -0.374 -0.729 3.231  C1 1.090
12 H -0.004 -1.963 1.946  C1 1.090
13 H -1.583 -1.492 2.412  C1 1.090
14 H 0.031 0.765 1.043  C2 1.090
15 H -1.606 0.725 1.694  C2 1.090
16 H -2.298 -2.119 0.381  C4 1.090
17 H -3.063 -1.283 -0.994  C4 1.090
18 H -3.389 -0.666 0.646  C4 1.090
19 H -0.933 1.811 -0.767  C5 1.090
20 H -2.550 1.502 -0.237  C5 1.090
21 H -1.682 0.298 -2.947  C6 1.090
22 H -2.319 1.820 -2.908  C6 1.090
23 H -3.276 0.404 -2.346  C6 1.090
24 H -0.890 -1.439 -1.982  C7 1.090
25 H 0.101 -1.746 -0.519  C7 1.090
26 H 0.552 0.457 -2.428  C8 1.090
27 H 1.559 -0.884 -1.987  C8 1.090
28 H 2.670 1.792 -1.895  C10 1.090
29 H 3.585 0.558 -1.093  C10 1.090
30 H 2.921 1.833 -0.101  C10 1.090
31 C 2.310 -6.745 3.652  C32 1.516, H36 1.090, H37 1.090, H38 1.090
32 C 1.501 -5.596 3.084  C31 1.516, C33 1.558, H39 1.090, H40 1.090
33 C 1.588 -5.582 1.528  C32 1.558, C34 1.473, H41 1.090, H42 1.090
34 C 0.598 -4.874 0.698  C33 1.473, N35 1.176
35 N -0.168 -4.269 0.042  C34 1.176
36 H 2.066 -6.778 4.714  C31 1.090
37 H 3.397 -6.677 3.700  C31 1.090
38 H 1.880 -7.612 3.152  C31 1.090
39 H 1.906 -4.696 3.547  C32 1.090
40 H 0.458 -5.751 3.362  C32 1.090
41 H 1.414 -6.634 1.299  C33 1.090
42 H 2.549 -5.250 1.135  C33 1.090
43 C -6.492 -0.843 -4.082  C44 1.510, H48 1.090, H49 1.090, H50 1.090
44 C -5.546 -0.112 -5.005  C43 1.510, C45 1.576, H51 1.090, H52 1.090
45 C -6.199 1.084 -5.795  C44 1.576, C46 1.498, H53 1.090, H54 1.090
46 C -6.753 2.058 -4.801  C45 1.498, N47 1.155
47 N -7.205 2.788 -4.027  C46 1.155
48 H -5.959 -1.753 -3.809  C43 1.090
49 H -7.460 -1.118 -4.499  C43 1.090
50 H -6.617 -0.316 -3.137  C43 1.090
51 H -5.248 -0.848 -5.751  C44 1.090
52 H -4.574 0.103 -4.560  C44 1.090
53 H -6.999 0.753 -6.457  C45 1.090
54 H -5.493 1.477 -6.527  C45 1.090
55 C 1.771 0.584 6.754  C56 1.530, H60 1.090, H61 1.090, H62 1.090
56 C 0.250 0.420 6.732  C55 1.530, C57 1.612, H63 1.090, H64 1.090
57 C -0.520 1.640 7.452  C56 1.612, C58 1.463, H65 1.090, H66 1.090
58 C -0.470 2.945 6.790  C57 1.463, N59 1.185
59 N -0.433 3.956 6.174  C58 1.185
60 H 2.250 -0.248 6.237  C55 1.090
61 H 2.217 0.583 7.748  C55 1.090
62 H 2.086 1.530 6.312  C55 1.090
63 H 0.009 -0.439 7.359  C56 1.090
64 H -0.170 0.283 5.736  C56 1.090
65 H -0.198 1.761 8.486  C57 1.090
66 H -1.595 1.462 7.462  C57 1.090
67 C -3.717 -6.356 5.034  C68 1.522, H72 1.090, H73 1.090, H74 1.090
68 C -2.475 -5.538 4.710  C67 1.522, C69 1.549, H75 1.090, H76 1.090
69 C -2.718 -4.020 4.902  C68 1.549, C70 1.418, H77 1.090, H78 1.090
70 C -1.470 -3.350 4.977  C69 1.418, N71 1.147
71 N -0.471 -2.786 4.973  C70 1.147
72 H -4.254 -6.180 5.966  C67 1.090
73 H -3.483 -7.418 4.961  C67 1.090
74 H -4.502 -6.269 4.282  C67 1.090
75 H -2.083 -5.743 3.714  C68 1.090
76 H -1.732 -6.051 5.321  C68 1.090
77 H -3.361 -3.835 5.762  C69 1.090
78 H -3.296 -3.524 4.122  C69 1.090
79 C -2.060 4.605 -8.962  C80 1.536, H84 1.090, H85 1.090, H86 1.090
80 C -2.514 5.343 -7.693  C79 1.536, C81 1.601, H87 1.090, H88 1.090
81 C -1.672 4.911 -6.402  C80 1.601, C82 1.569, H89 1.090, H90 1.090
82 C -2.069 3.465 -5.939  C81 1.569, N83 1.159
83 N -2.337 2.398 -5.573  C82 1.159
84 H -0.975 4.703 -8.977  C79 1.090
85 H -2.492 5.060 -9.853  C79 1.090
86 H -2.325 3.551 -8.876  C79 1.090
87 H -3.566 5.257 -7.420  C80 1.090
88 H -2.387 6.411 -7.873  C80 1.090
89 H -1.668 5.604 -5.561  C81 1.090
90 H -0.617 4.864 -6.672  C81 1.090
91 C 6.126 0.161 3.623  C92 1.516, H96 1.090, H97 1.090, H98 1.090
92 C 5.851 0.883 2.319  C91 1.516, C93 1.550, H99 1.090, H100 1.090
93 C 6.782 0.337 1.206  C92 1.550, C94 1.497, H101 1.090, H102 1.090
94 C 6.393 0.988 -0.084  C93 1.497, N95 1.218
95 N 6.053 1.556 -1.108  C94 1.218
96 H 5.601 -0.790 3.716  C91 1.090
97 H 5.889 0.632 4.577  C91 1.090
98 H 7.177 -0.095 3.757  C91 1.090
99 H 6.049 1.950 2.425  C92 1.090
100 H 4.797 0.773 2.063  C92 1.090
101 H 6.495 -0.695 1.004  C93 1.090
102 H 7.847 0.367 1.438  C93 1.090
103 N 1.940 -2.456 -4.398  C104 1.403, C107 1.353, H108 1.010
104 C 0.543 -2.529 -4.497  N103 1.403, C105 1.428, H109 1.080
105 C 0.053 -1.268 -4.957  C104 1.428, C106 1.403, H110 1.080
106 C 1.171 -0.425 -4.875  C105 1.403, C107 1.366, H111 1.080
107 C 2.268 -1.147 -4.501  N103 1.353, C106 1.366, H112 1.080
108 H 2.546 -3.171 -4.022  N103 1.010
109 H 0.108 -3.479 -4.225  C104 1.080
110 H -0.940 -0.905 -5.178  C105 1.080
111 H 1.196 0.649 -4.986  C106 1.080
112 H 3.238 -0.781 -4.198  C107 1.080
113 N 4.235 -3.100 3.588  C114 1.346, C117 1.326, H118 1.010
114 C 4.133 -2.716 2.302  N113 1.346, C115 1.375, H119 1.080
115 C 3.214 -1.694 2.252  C114 1.375, C116 1.406, H120 1.080
116 C 2.821 -1.411 3.572  C115 1.406, C117 1.390, H121 1.080
117 C 3.480 -2.339 4.369  N113 1.326, C116 1.390, H122 1.080
118 H 4.886 -3.773 3.967  N113 1.010
119 H 4.802 -3.105 1.549  C114 1.080
120 H 2.840 -1.134 1.408  C115 1.080
121 H 2.103 -0.692 3.938  C116 1.080
122 H 3.548 -2.439 5.443  C117 1.080
123 N -6.059 -3.197 0.560  C124 1.386, C127 1.347, H128 1.010
124 C -5.307 -3.449 1.696  N123 1.386, C125 1.380, H129 1.080
125 C -4.144 -4.010 1.211  C124 1.380, C126 1.343, H130 1.080
126 C -4.253 -4.209 -0.113  C125 1.343, C127 1.365, H131 1.080
127 C -5.422 -3.646 -0.538  N123 1.347, C126 1.365, H132 1.080
128 H -6.908 -2.665 0.433  N123 1.010
129 H -5.653 -3.055 2.640  C124 1.080
130 H -3.280 -4.344 1.767  C125 1.080
131 H -3.526 -4.653 -0.776  C126 1.080
132 H -5.837 -3.708 -1.533  C127 1.080
133 N 5.378 -4.255 -2.259  C134 1.374, C137 1.353, H138 1.010
134 C 4.233 -4.135 -1.509  N133 1.374, C135 1.389, H139 1.080
135 C 4.216 -2.759 -1.312  C134 1.389, C136 1.384, H140 1.080
136 C 5.247 -2.048 -1.901  C135 1.384, C137 1.374, H141 1.080
137 C 6.000 -3.067 -2.432  N133 1.353, C136 1.374, H142 1.080
138 H 5.638 -5.178 -2.577  N133 1.010
139 H 3.679 -5.028 -1.261  C134 1.080
140 H 3.392 -2.364 -0.736  C135 1.080
141 H 5.437 -0.987 -1.966  C136 1.080
142 H 6.921 -3.113 -2.993  C137 1.080
143 N -4.979 1.636 1.467  C144 1.365, C147 1.389, H148 1.010
144 C -4.723 2.771 0.754  N143 1.365, C145 1.367, H149 1.080
145 C -4.867 2.476 -0.573  C144 1.367, C146 1.383, H150 1.080
146 C -5.580 1.294 -0.672  C145 1.383, C147 1.381, H151 1.080
147 C -5.582 0.740 0.593  N143 1.389, C146 1.381, H152 1.080
148 H -4.798 1.520 2.454  N143 1.010
149 H -4.220 3.594 1.240  C144 1.080
150 H -4.621 3.077 -1.436  C145 1.080
151 H -6.036 0.797 -1.515  C146 1.080
152 H -5.962 -0.203 0.957  C147 1.080
153 N 0.299 3.316 -3.938  C154 1.384, C157 1.403, H158 1.010
154 C -0.381 4.038 -2.972  N153 1.384, C155 1.406, H159 1.080
155 C 0.592 4.847 -2.360  C154 1.406, C156 1.355, H160 1.080
156 C 1.751 4.776 -3.058  C155 1.355, C157 1.410, H161 1.080
157 C 1.618 3.781 -4.047  N153 1.403, C156 1.410, H162 1.080
158 H -0.057 2.630 -4.589  N153 1.010
159 H -1.422 3.905 -2.716  C154 1.080
160 H 0.342 5.486 -1.526  C155 1.080
161 H 2.645 5.365 -2.917  C156 1.080
162 H 2.285 3.387 -4.800  C157 1.080
163 N 4.198 6.154 0.908  C164 1.372, C167 1.346, H168 1.010
164 C 4.914 7.289 0.622  N163 1.372, C165 1.377, H169 1.080
165 C 5.894 6.946 -0.282  C164 1.377, C166 1.389, H170 1.080
166 C 5.836 5.568 -0.444  C165 1.389, C167 1.369, H171 1.080
167 C 4.724 5.125 0.220  N163 1.346, C166 1.369, H172 1.080
168 H 3.437 6.162 1.572  N163 1.010
169 H 4.586 8.195 1.109  C164 1.080
170 H 6.574 7.601 -0.806  C165 1.080
171 H 6.479 4.923 -1.025  C166 1.080
172 H 4.353 4.116 0.327  C167 1.080
173 N -0.525 3.597 3.026  C174 1.381, C177 1.368, H178 1.010
174 C -1.596 3.963 2.236  N173 1.381, C175 1.409, H179 1.080
175 C -1.116 4.103 0.918  C174 1.409, C176 1.374, H180 1.080
176 C 0.243 3.918 0.990  C175 1.374, C177 1.377, H181 1.080
177 C 0.622 3.628 2.281  N173 1.368, C176 1.377, H182 1.080
178 H -0.582 3.347 4.003  N173 1.010
179 H -2.624 3.923 2.567  C174 1.080
180 H -1.751 4.258 0.058  C175 1.080
181 H 0.966 3.930 0.188  C176 1.080
182 H 1.576 3.407 2.736  C177 1.080

The lowest unoccupied orbital energy comes out at -1.7135 eV. The value obtained for the HOMO energy is -9.23 eV. Its total charge is +1. As for the gap between HOMO and LUMO: 7.52 eV.

These are the Löwdin partial charges, in e, on atoms 1 to 99: number 1, C, carries -0.05; number 2, C, carries -0.11; number 3, N, carries -0.19; number 4, C, carries 0.04; number 5, C, carries -0.11; number 6, C, carries -0.06; number 7, C, carries -0.07; number 8, C, carries -0.21; number 9, O, carries -0.21; number 10, C, carries -0.06; number 11, H, carries 0.04; number 12, H, carries 0.06; number 13, H, carries 0.04; number 14, H, carries 0.10; number 15, H, carries 0.11; number 16, H, carries 0.07; number 17, H, carries 0.09; number 18, H, carries 0.08; number 19, H, carries 0.11; number 20, H, carries 0.09; number 21, H, carries 0.05; number 22, H, carries 0.05; number 23, H, carries 0.06; number 24, H, carries 0.12; number 25, H, carries 0.09; number 26, H, carries 0.10; number 27, H, carries 0.11; number 28, H, carries 0.09; number 29, H, carries 0.05; number 30, H, carries 0.08; number 31, C, carries -0.11; number 32, C, carries -0.24; number 33, C, carries -0.17; number 34, C, carries -0.19; number 35, N, carries 0.15; number 36, H, carries 0.08; number 37, H, carries 0.08; number 38, H, carries 0.08; number 39, H, carries 0.09; number 40, H, carries 0.09; number 41, H, carries 0.11; number 42, H, carries 0.10; number 43, C, carries -0.11; number 44, C, carries -0.25; number 45, C, carries -0.16; number 46, C, carries -0.22; number 47, N, carries 0.14; number 48, H, carries 0.06; number 49, H, carries 0.09; number 50, H, carries 0.04; number 51, H, carries 0.10; number 52, H, carries 0.09; number 53, H, carries 0.11; number 54, H, carries 0.10; number 55, C, carries -0.10; number 56, C, carries -0.22; number 57, C, carries -0.17; number 58, C, carries -0.21; number 59, N, carries 0.14; number 60, H, carries 0.05; number 61, H, carries 0.08; number 62, H, carries 0.07; number 63, H, carries 0.10; number 64, H, carries 0.08; number 65, H, carries 0.12; number 66, H, carries 0.11; number 67, C, carries -0.11; number 68, C, carries -0.24; number 69, C, carries -0.17; number 70, C, carries -0.23; number 71, N, carries 0.18; number 72, H, carries 0.08; number 73, H, carries 0.08; number 74, H, carries 0.07; number 75, H, carries 0.10; number 76, H, carries 0.11; number 77, H, carries 0.13; number 78, H, carries 0.11; number 79, C, carries -0.10; number 80, C, carries -0.25; number 81, C, carries -0.13; number 82, C, carries -0.18; number 83, N, carries 0.14; number 84, H, carries 0.07; number 85, H, carries 0.08; number 86, H, carries 0.07; number 87, H, carries 0.10; number 88, H, carries 0.10; number 89, H, carries 0.10; number 90, H, carries 0.10; number 91, C, carries -0.10; number 92, C, carries -0.24; number 93, C, carries -0.16; number 94, C, carries -0.18; number 95, N, carries 0.14; number 96, H, carries 0.04; number 97, H, carries 0.08; number 98, H, carries 0.07; number 99, H, carries 0.11